Molecular formula: C66H163N13O4
Method: DFT, wB97M-V/def2-TZVPD

Each line ends with the Löwdin charge.
Cartesian coordinates (Å):
C: 6.84130 4.14420 -3.55958  -0.0632
C: 5.33636 3.59898 -3.27265  -0.2167
N: 5.07963 2.29495 -3.87008  -0.2145
C: 3.67827 1.98893 -3.53741  -0.2356
C: 2.65659 2.98666 -4.05613  -0.0900
C: 5.96357 1.24322 -3.54440  -0.2933
C: 5.80120 0.02743 -4.42374  -0.0946
H: 6.97397 5.21061 -3.37722  0.0571
H: 6.97916 3.88732 -4.60987  0.0652
H: 7.65918 3.65580 -3.02983  0.0511
H: 5.10689 3.52563 -2.20960  0.1059
H: 4.67135 4.34934 -3.70018  0.0962
H: 3.39603 1.04090 -3.99532  0.1071
H: 3.69881 1.86141 -2.45509  0.1021
H: 2.49976 3.93022 -3.53345  0.0577
H: 2.82685 3.37206 -5.06140  0.0867
H: 1.66735 2.53896 -4.15134  0.0423
H: 5.83890 0.99394 -2.49064  0.1177
H: 7.01159 1.47196 -3.73789  0.1102
H: 5.56625 0.23905 -5.46687  0.0845
H: 5.03626 -0.62356 -4.00044  0.0578
H: 6.65815 -0.64533 -4.39006  0.0699
C: 5.13181 -3.24229 3.57136  -0.0849
C: 4.94582 -3.41537 2.02422  -0.2308
N: 5.85676 -4.50629 1.67673  -0.2010
C: 6.11551 -4.51972 0.26157  -0.2631
C: 7.32532 -3.56200 -0.02110  -0.0814
C: 5.38466 -5.84469 2.12969  -0.2175
C: 6.46796 -6.99761 2.06579  -0.0783
H: 4.48200 -3.94588 4.09175  0.0512
H: 4.82089 -2.25166 3.90314  0.0565
H: 6.10053 -3.45859 4.02177  0.0761
H: 3.91232 -3.42363 1.67793  0.1107
H: 5.39967 -2.51001 1.62117  0.0934
H: 6.42474 -5.50576 -0.08515  0.0985
H: 5.30398 -4.15262 -0.36673  0.1055
H: 7.27049 -2.50592 0.24311  0.0574
H: 8.11122 -4.08019 0.52840  0.0687
H: 7.59618 -3.39967 -1.06436  0.0592
H: 4.46749 -6.17333 1.64090  0.1083
H: 5.05033 -5.83793 3.16712  0.0926
H: 6.11811 -7.91099 2.54687  0.0657
H: 7.42906 -6.77204 2.52787  0.0655
H: 6.84007 -7.17646 1.05701  0.0481
C: -0.24302 -3.96644 -8.49515  -0.0835
C: 0.99700 -4.31551 -7.61551  -0.2297
N: 0.83016 -4.45175 -6.14942  -0.2017
C: 1.97263 -4.13684 -5.36895  -0.2634
C: 3.03397 -5.24219 -5.04587  -0.0725
C: 0.11314 -5.68847 -5.83517  -0.2395
C: -0.25591 -5.89625 -4.33144  -0.0724
H: -1.20636 -3.73235 -8.04209  0.0592
H: -0.56912 -4.77190 -9.15316  0.0595
H: -0.00194 -3.10889 -9.12332  0.0607
H: 1.54887 -5.13539 -8.07520  0.1065
H: 1.65947 -3.46227 -7.76112  0.0959
H: 2.52863 -3.38062 -5.92312  0.1023
H: 1.61315 -3.74441 -4.41770  0.0981
H: 2.74790 -5.71858 -4.10814  0.0549
H: 3.12488 -5.96732 -5.85460  0.0661
H: 4.03330 -4.80707 -5.05674  0.0630
H: 0.75757 -6.52653 -6.10062  0.1039
H: -0.86242 -5.73647 -6.31896  0.1105
H: -0.79898 -5.00424 -4.01922  0.0663
H: 0.67034 -5.90798 -3.75696  0.0442
H: -0.83556 -6.80158 -4.15117  0.0748
C: 0.05932 5.41214 -4.67970  -0.0961
C: -1.06648 4.43777 -4.29116  -0.2418
N: -2.00737 5.19291 -3.36460  -0.1272
C: -1.33329 5.60650 -2.03364  -0.2274
C: -0.74801 4.48651 -1.30342  -0.0905
C: -3.18040 4.29503 -3.16984  -0.2558
C: -4.30023 5.09137 -2.50672  -0.0715
H: 0.69960 5.13346 -5.51664  0.0654
H: 0.72905 5.59599 -3.83961  0.0553
H: -0.29686 6.37918 -5.03477  0.0716
H: -1.68610 4.03557 -5.09267  0.0933
H: -0.46242 3.57474 -4.01118  0.0565
H: -2.16261 6.11617 -1.54318  0.0933
H: -0.59592 6.39864 -2.16370  0.1075
H: -0.05202 3.95351 -1.95119  0.0726
H: -1.52481 3.76132 -1.06094  0.0584
H: -0.34739 4.76573 -0.32893  0.0725
H: -3.48752 3.86483 -4.12310  0.0958
H: -2.80170 3.48445 -2.54721  0.0749
H: -4.59041 5.91282 -3.16179  0.0794
H: -5.12739 4.38264 -2.46648  0.0554
H: -4.01819 5.50225 -1.53731  0.0553
C: -5.10430 -3.28884 5.72993  -0.0725
C: -3.95808 -2.30545 5.30729  -0.2581
N: -2.62765 -2.83583 5.42662  -0.1820
C: -1.54511 -2.15461 4.77714  -0.2730
C: -1.24612 -0.67988 5.11290  -0.0776
C: -2.09659 -3.29380 6.75654  -0.2287
C: -1.47731 -4.65325 6.56478  -0.1089
H: -5.32680 -3.30968 6.79678  0.0622
H: -4.87317 -4.25354 5.27823  0.0653
H: -6.06654 -3.03882 5.28307  0.0604
H: -4.20495 -1.95119 4.30647  0.0973
H: -4.09740 -1.32348 5.75944  0.1007
H: -0.60951 -2.59833 5.11752  0.1024
H: -1.72215 -2.25253 3.70608  0.1077
H: -2.02171 -0.05879 4.66478  0.0527
H: -1.34172 -0.59341 6.19525  0.0698
H: -0.22050 -0.44810 4.82571  0.0671
H: -2.85275 -3.56003 7.49508  0.1105
H: -1.34035 -2.59131 7.10685  0.1016
H: -0.81976 -4.67306 5.69569  0.0658
H: -2.22426 -5.39670 6.28650  0.0729
H: -0.92653 -5.02009 7.43090  0.0738
C: 1.48652 5.91523 2.87153  -0.0729
C: 0.69382 5.37924 4.08781  -0.2462
N: -0.09788 4.14851 3.88940  -0.1784
C: -1.07070 4.09142 2.75851  -0.2233
C: -2.08071 5.30992 2.75242  -0.0468
C: 0.52975 2.84198 4.07185  -0.2787
C: 1.01164 2.64692 5.44621  -0.0942
H: 2.01365 4.99552 2.61782  0.0673
H: 2.18991 6.73427 3.02157  0.0726
H: 0.70488 6.22269 2.17683  0.0528
H: 1.44237 5.25396 4.87015  0.1023
H: 0.02496 6.15780 4.45464  0.0997
H: -0.43675 3.99178 1.87744  0.0805
H: -1.61527 3.14740 2.73879  0.0818
H: -2.81045 5.39596 1.94732  0.0553
H: -2.74525 5.26885 3.61544  0.0710
H: -1.36829 6.13009 2.84115  0.0439
H: 1.38536 2.81576 3.39706  0.0999
H: -0.17672 2.09935 3.70104  0.1056
H: 1.85966 3.17589 5.88111  0.0574
H: 1.30593 1.59787 5.47757  0.0639
H: 0.15256 2.60678 6.11590  0.0853
C: -4.25842 -1.39676 -5.86060  -0.0634
C: -4.02294 -0.18348 -4.94652  -0.2222
N: -3.03072 0.81678 -5.47802  -0.1562
C: -1.71140 0.20759 -5.65360  -0.2694
C: -0.47275 1.09536 -5.47068  -0.0867
C: -3.37245 1.70586 -6.60483  -0.2367
C: -4.77264 2.35944 -6.43390  -0.0851
H: -4.48475 -2.20367 -5.16361  0.0403
H: -3.32639 -1.75818 -6.29510  0.0633
H: -5.17811 -1.33321 -6.44218  0.0785
H: -4.99270 0.29029 -4.79423  0.0984
H: -3.69051 -0.57723 -3.98602  0.0818
H: -1.55289 -0.48552 -4.82741  0.1029
H: -1.61860 -0.42566 -6.53592  0.1063
H: -0.51096 1.79052 -4.63199  0.0390
H: 0.46417 0.53844 -5.48161  0.0723
H: -0.42087 1.68460 -6.38622  0.0674
H: -3.26982 1.34747 -7.62910  0.1099
H: -2.64040 2.51335 -6.61730  0.0845
H: -4.92922 3.09056 -7.22704  0.0711
H: -5.03254 2.76129 -5.45458  0.0563
H: -5.53318 1.58908 -6.56127  0.0587
C: 5.91128 -1.74578 8.09400  -0.0738
C: 6.54086 -0.38500 8.51150  -0.2744
N: 6.55510 0.79141 7.66817  -0.1700
C: 5.20340 1.45418 7.71109  -0.2351
C: 5.01271 2.70616 6.81803  -0.0859
C: 7.55419 1.80505 8.08875  -0.2838
C: 8.98532 1.28112 8.11534  -0.0850
H: 6.47423 -2.24316 7.30421  0.0651
H: 4.88407 -1.69489 7.73297  0.0547
H: 5.83789 -2.41086 8.95446  0.0692
H: 6.10392 -0.00297 9.43412  0.1050
H: 7.48541 -0.74944 8.91535  0.0979
H: 5.01009 1.78284 8.73223  0.1018
H: 4.40873 0.76206 7.43260  0.1046
H: 5.70685 2.61095 5.98305  0.0737
H: 5.20352 3.64342 7.34073  0.0684
H: 4.01865 2.76325 6.37451  0.0401
H: 7.51220 2.76152 7.56771  0.1052
H: 7.34034 2.09544 9.11737  0.1084
H: 9.47345 2.24842 8.23442  0.0747
H: 9.04835 0.56318 8.93307  0.0615
H: 9.15787 0.85604 7.12658  0.0810
C: 0.87500 -1.22695 -1.82654  -0.0622
C: 0.41784 -1.25696 -0.29993  -0.1958
N: 1.09566 -0.24292 0.56498  -0.1885
C: 0.69931 1.11066 0.45701  -0.2389
C: -0.88968 1.08340 0.54825  -0.0718
C: 2.61931 -0.23935 0.41678  -0.2371
C: 3.26218 0.36190 1.62014  -0.1027
H: 0.86977 -0.22163 -2.24774  0.0546
H: 0.32448 -1.90525 -2.47840  0.0547
H: 1.89499 -1.59598 -1.93401  0.0545
H: -0.65090 -1.09517 -0.15943  0.0804
H: 0.57700 -2.25946 0.09726  0.1054
H: 1.11961 1.73393 1.24631  0.0870
H: 0.99798 1.44931 -0.53506  0.1046
H: -1.33028 0.38076 1.25554  0.0782
H: -1.35345 2.05884 0.69503  0.0303
H: -1.20853 0.85473 -0.46868  0.0584
H: 2.95934 0.25451 -0.49349  0.1002
H: 2.77155 -1.31862 0.40748  0.1005
H: 2.83640 0.09895 2.58847  0.0809
H: 3.18120 1.44812 1.57926  0.0581
H: 4.33741 0.18735 1.58109  0.0723
C: -6.19911 6.12923 1.20466  0.0013
C: -6.43311 4.70600 0.59302  -0.5028
O: -5.51615 3.87922 0.81325  -0.0104
N: -7.61576 4.37173 0.07799  0.0093
C: -7.93103 3.04686 -0.42410  -0.0604
H: -5.45814 6.71824 0.66418  0.0691
H: -5.84580 6.06340 2.23372  0.0762
H: -7.05765 6.80062 1.21991  0.0626
H: -8.31139 5.08783 -0.07500  0.1384
H: -7.86122 2.27198 0.33930  0.0902
H: -7.40172 2.85757 -1.35797  0.0834
H: -9.00617 3.03518 -0.60305  0.0833
C: -7.01309 -5.16773 -0.09148  0.0039
C: -5.60287 -5.32778 0.34399  -0.6593
O: -4.99145 -6.35071 0.22776  0.0599
N: -5.14096 -4.32594 1.04052  0.0080
C: -3.79086 -4.24724 1.63899  -0.0296
H: -7.43385 -4.16264 -0.06233  0.0667
H: -7.59930 -5.73432 0.63202  0.0918
H: -7.08657 -5.52870 -1.11734  0.0949
H: -5.73395 -3.53102 1.23174  0.1287
H: -3.44545 -3.22498 1.79323  0.0681
H: -3.18360 -4.74529 0.88317  0.0848
H: -3.88980 -4.73327 2.60961  0.0822
C: -7.48664 -1.43975 -1.83274  0.0002
C: -6.47443 -2.37643 -2.51673  -0.5353
O: -6.84089 -2.96354 -3.56766  -0.0151
N: -5.26420 -2.47966 -2.01209  0.0233
C: -4.21923 -3.26029 -2.55544  -0.0733
H: -7.82456 -0.72676 -2.58476  0.0743
H: -7.04007 -0.73212 -1.13421  0.0486
H: -8.40559 -1.91152 -1.48479  0.0788
H: -5.17036 -2.15294 -1.06101  0.0973
H: -4.49904 -3.73663 -3.49506  0.0847
H: -4.00061 -4.13899 -1.94866  0.0814
H: -3.31391 -2.66761 -2.68672  0.0806
C: -4.30369 1.13148 2.19922  0.0205
C: -4.52133 0.58363 0.76607  -0.5744
O: -4.98463 -0.48422 0.39313  0.0021
N: -3.91495 1.35009 -0.05102  0.0248
C: -4.07975 1.26114 -1.51137  -0.0121
H: -4.11922 2.19779 2.06863  0.0548
H: -3.44398 0.67746 2.69204  0.0599
H: -5.14666 0.94183 2.86370  0.0846
H: -3.25374 1.92028 0.45671  0.0931
H: -4.68668 2.04846 -1.95843  0.0695
H: -4.59247 0.33002 -1.75267  0.0665
H: -3.09556 1.33308 -1.97430  0.0747

Properties
Energy above the lowest of the compared OMol25 structures with the same formula, charge and spin ... 2.495 eV
Kohn-Sham gap ... 8.3910 eV
HOMO energy ... -8.006 eV
Charge ... 0
Maximum force ... 0.087 Eh/bohr
LUMO level ... 0.385 eV